No. 1
47
Properties=species:S:1:pos:R:3:mulliken_charge:R:1 method="wB97M-V/def2-TZVPD" total_charge=-1 de_lowest_kj_mol=50.8 e_lumo_ev=1.905 energy_ev=-93615.10301
Pd 1.61279 -0.54482 -0.20434 0.0676
F -0.90400 4.28583 3.25286 -0.3242
C -0.58943 3.05245 2.79157 0.6185
F 0.28927 2.53714 3.66680 -0.2353
F -1.71005 2.31831 2.88107 -0.1901
C -0.04881 3.10962 1.39565 -0.2015
C 0.01887 4.31690 0.72360 -0.2703
C 0.51014 4.36056 -0.57020 -0.5613
C 0.92765 3.16583 -1.13828 -0.4966
N 0.87504 2.00171 -0.50817 -0.2454
C 0.38060 1.94201 0.73931 0.8422
S 0.32604 0.32125 1.40289 -0.2503
H -0.31126 5.22065 1.21768 0.4715
H 0.56786 5.28995 -1.11916 0.3688
H 1.31915 3.13328 -2.14972 0.3815
I 8.57541 -5.71860 -0.83827 0.0580
C 7.04618 -4.30308 -0.70276 0.0519
C 7.03286 -3.41259 0.36239 -0.4088
C 6.01422 -2.47811 0.44992 -0.4027
C 5.02519 -2.42712 -0.52492 0.1146
C 5.05258 -3.32062 -1.58700 -0.3856
C 6.06081 -4.26836 -1.67706 -0.4452
C 3.92303 -1.42312 -0.41563 1.0865
O 3.71440 -0.86273 0.68631 -0.8162
O 3.17782 -1.20093 -1.42382 -0.8586
H 7.80751 -3.45190 1.11612 0.3560
H 5.96218 -1.78201 1.27617 0.4093
H 4.27345 -3.26277 -2.33553 0.4188
H 6.07811 -4.97238 -2.49797 0.3556
S -4.51801 -2.40078 2.08288 -0.3836
C -3.45017 -1.90755 0.90717 0.2848
S -1.85213 -2.56714 0.71964 -0.0883
C -1.52640 -1.46168 -0.58707 0.2764
N -2.52009 -0.69469 -0.87094 -0.8138
N -3.59490 -0.95224 -0.04182 0.6366
C -4.71997 -0.09563 -0.21976 0.2518
C -6.01439 -0.59566 -0.18364 -0.4236
C -7.07935 0.26974 -0.38061 -0.5891
C -6.85656 1.61838 -0.61741 -0.4214
C -5.55822 2.10391 -0.66263 -0.5997
C -4.48421 1.25070 -0.46433 -0.3505
S -0.03426 -1.48403 -1.48178 -0.3298
H -6.17654 -1.64552 0.00416 0.3763
H -8.08966 -0.11795 -0.35076 0.3506
H -7.69242 2.28989 -0.76878 0.3642
H -5.37472 3.15427 -0.84967 0.3538
H -3.46562 1.60963 -0.50417 0.5965

---

No. 2
46
Properties=species:S:1:pos:R:3:mulliken_charge:R:1 method="wB97M-V/def2-TZVPD" total_charge=+1 de_lowest_kj_mol=221.2 e_lumo_ev=-4.627 energy_ev=-121507.33323
Au -0.17539 2.85148 -1.22038 -0.2266
O 0.41733 -0.28493 -1.76634 -0.7177
C -1.01176 -0.69448 0.58294 -0.0308
C -2.51209 -0.21183 -2.74549 0.8769
O -2.55179 -1.28781 -2.30526 -0.4261
O -2.47532 0.86520 -3.15966 -0.3963
C -0.42166 -1.88437 0.23357 -0.5637
C -0.04151 -3.31180 0.98250 -0.2710
C 1.30627 -3.62856 0.68386 -0.5515
C 1.43888 -3.87436 -0.68229 -0.6494
C 0.21770 -3.70547 -1.29621 -0.7128
C -0.76668 -3.34024 -0.31501 0.0568
C -2.15150 0.01733 1.09310 0.8398
C -2.01454 1.18568 1.84425 -0.1014
C -3.14805 1.81091 2.32994 -0.9871
C -4.40491 1.27357 2.08010 -0.4401
C -4.54060 0.11052 1.33177 -0.8944
C -3.41692 -0.51744 0.82692 -0.2373
H -0.01779 1.98699 0.09676 0.1865
H -0.49260 -3.32380 1.96378 0.4822
H 2.10759 -3.59709 1.40762 0.5214
H 2.36738 -4.09327 -1.18702 0.4921
H 0.02167 -3.73749 -2.35716 0.4788
H -1.83255 -3.46271 -0.44219 0.5060
H -1.03402 1.59978 2.03079 0.5308
H -3.05123 2.72000 2.90708 0.4305
H -5.28612 1.76789 2.46639 0.4359
H -5.52113 -0.29977 1.13370 0.4315
H -3.51731 -1.40931 0.22001 0.4126
Cl 3.88641 -0.58705 3.76008 -0.1728
C 3.48414 -0.32678 2.11281 0.2929
C 2.19448 -0.36817 1.69597 0.0288
Cl 0.95146 -0.66317 2.86049 -0.1074
C 1.89865 -0.07183 0.31952 0.0830
Cl 0.40160 -0.48722 -0.34570 1.8267
C 2.88426 0.48806 -0.62565 -0.0234
O 2.65625 0.96762 -1.71442 -0.6086
C 4.26207 0.39628 -0.08514 0.1714
Cl 5.48747 0.83581 -1.18751 -0.1288
C 4.53958 0.00029 1.17689 0.2038
Cl 6.15911 -0.09674 1.71984 -0.1438
Cl -0.52832 4.14813 -3.27262 -0.1251
C 0.82563 5.33372 -3.40684 -0.2823
Cl 1.30404 5.96464 -1.85082 -0.0990
H 0.44856 6.13507 -4.03036 0.3134
H 1.65326 4.80669 -3.86462 0.2954

---

No. 3
48
Properties=species:S:1:pos:R:3:mulliken_charge:R:1 method="wB97M-V/def2-TZVPD" total_charge=+2 de_lowest_kj_mol=0.0 spin_multiplicity=4 e_lumo_ev="-6.823 / -7.942" energy_ev=-332088.30944
Tc -14.81876 5.97382 -8.32548 0.1830
N -12.29096 7.05572 -11.71916 0.0529
C -12.72854 6.54506 -10.61196 -0.8177
N -13.96261 6.74991 -10.10700 0.1380
C -14.85707 7.58968 -10.80660 0.4013
N -15.98617 7.86625 -10.31638 -1.1090
N -16.30905 7.05601 -9.23691 0.8052
C -17.45544 7.09827 -8.67103 -0.4855
C -17.55526 6.33493 -7.40648 0.8356
C -18.69168 6.29110 -6.63187 -0.8974
C -18.65665 5.60560 -5.40717 -0.2959
C -17.48304 5.00175 -5.02751 -0.8810
C -16.39020 5.07790 -5.85852 -0.3717
N -16.40061 5.72519 -7.01210 0.2048
C -14.41056 8.16563 -12.06958 0.5278
C -15.25109 8.98527 -12.86811 -0.4240
C -14.74840 9.51086 -14.05731 -0.8077
C -13.41624 9.40427 -14.36434 -0.4937
C -12.58139 8.61734 -13.58323 -0.8263
C -13.10184 7.97399 -12.46760 0.3546
H -11.30447 6.93742 -12.01373 0.3501
H -12.09159 5.86080 -10.06680 0.8313
H -18.21539 7.68591 -9.16865 0.4799
H -19.61601 6.79576 -6.98034 0.4627
H -19.48621 5.49832 -4.73692 0.4692
H -17.34516 4.43604 -4.08038 0.4031
H -15.43482 4.65516 -5.65419 0.7447
H -16.27555 9.07967 -12.59849 0.4899
H -15.45989 10.10764 -14.59385 0.4352
H -13.04900 9.93664 -15.17923 0.4837
H -11.52468 8.68833 -13.78230 0.3447
I -10.68475 7.18695 -7.81335 0.2008
C -12.06134 7.26092 -6.25825 -0.6112
I -13.85694 8.10908 -6.93193 0.3120
H -11.72283 7.91939 -5.48546 0.5463
H -12.21152 6.22057 -6.02099 -0.0283
Br -11.39370 -0.00309 -7.20670 -0.0526
C -12.64027 1.28040 -7.69605 0.3899
C -13.66921 0.91237 -8.64000 0.2863
Br -13.89142 -0.81190 -9.32125 -0.0543
C -14.65503 1.80742 -8.96241 -0.3846
Br -16.10920 1.43043 -10.11234 -0.0579
C -14.56334 3.12606 -8.52838 0.7802
O -15.30714 4.07424 -9.02709 -0.8031
C -13.51424 3.53787 -7.58677 -0.0248
O -13.41666 4.81148 -7.27896 0.1039
C -12.59056 2.57806 -7.16329 -0.1097
Br -11.29907 3.26115 -5.95832 -0.0807

---

No. 4
46
Properties=species:S:1:pos:R:3:mulliken_charge:R:1 method="wB97M-V/def2-TZVPD" total_charge=-1 e_lumo_ev=0.139 energy_ev=-53108.17316
N 6.55037 -2.82337 2.97743 -0.5009
C 5.43405 -2.62132 2.66970 0.0180
C 4.05500 -2.35570 2.36372 0.2579
C 3.20776 -1.62902 3.19960 -0.6421
C 1.78641 -1.62269 3.00557 0.0666
N 0.92289 -1.18724 4.06289 0.9763
O 1.45543 -0.80239 5.13378 -0.6409
O -0.31809 -1.25042 3.92127 -0.5318
C 1.21392 -2.22154 1.87731 -0.1419
C 2.06496 -2.89146 1.01654 0.1676
N 1.70300 -3.95950 0.18238 0.8560
O 0.64401 -4.33800 -0.27960 -0.6443
O 2.89683 -4.72981 0.01667 -0.2027
N 4.00175 -4.12730 0.65499 -0.5266
C 3.46090 -3.04163 1.25146 0.3584
H 3.63155 -1.10747 4.05535 0.5263
H 0.14275 -2.27728 1.74097 0.5360
C -0.25676 6.01417 -2.61421 -0.3078
C -1.23845 5.59632 -1.70741 -0.6011
C -1.44634 4.23221 -1.48983 -0.2659
C -0.67845 3.29490 -2.18475 -0.2241
S -1.06447 1.54608 -2.02540 1.3855
C -0.00648 0.85525 -0.87420 -1.5288
C -0.55664 0.15800 0.25920 0.8007
O -0.10746 0.33472 1.41491 -0.7400
C -1.73003 -0.73877 -0.07967 0.5409
C -1.99392 -1.26000 -1.36403 0.0721
C -3.17492 -1.95502 -1.63246 -0.8347
C -4.11403 -2.13395 -0.60961 -0.3623
C -3.83086 -1.68630 0.68456 -0.6863
C -2.62365 -1.03171 0.94959 -0.1906
O -2.41648 1.60449 -1.51765 -0.6823
O -0.81283 0.99125 -3.33885 -0.7134
C 0.30745 3.70722 -3.07927 -0.2576
C 0.52401 5.07100 -3.28996 -0.5667
H -0.09878 7.08151 -2.79499 0.3374
H -1.84733 6.32466 -1.16942 0.3407
H -2.20971 3.89291 -0.79546 0.4198
H 0.94348 1.37547 -0.81022 0.5250
H -1.27079 -1.14879 -2.17010 0.4028
H -3.35707 -2.33250 -2.64083 0.4041
H -5.06119 -2.62437 -0.82871 0.3547
H -4.54758 -1.82783 1.49849 0.3602
H -2.37557 -0.70413 1.96118 0.3664
H 0.89194 2.96259 -3.61124 0.3757
H 1.29943 5.38677 -3.98971 0.3439

---

No. 5
55
Properties=species:S:1:pos:R:3:mulliken_charge:R:1 method="wB97M-V/def2-TZVPD" total_charge=-1 de_lowest_kj_mol=12.6 spin_multiplicity=6 e_lumo_ev="2.284 / -0.591" energy_ev=-102486.28310
Ir -0.55218 0.45803 -0.42482 2.8580
C -0.44712 -1.65253 -3.83117 -1.0972
C -1.30229 -1.55790 -2.60626 0.8612
O -1.85487 -0.49907 -2.28311 -0.7376
N -1.47389 -2.67384 -1.87364 -0.0242
C -2.25436 -2.65615 -0.64745 -1.1434
C -1.40020 -2.63957 0.59385 0.5995
C -1.41090 -3.73583 1.43978 -0.8317
C -0.60608 -3.73893 2.56705 -0.4609
C 0.19515 -2.64144 2.80911 -1.1584
C 0.14906 -1.57422 1.92758 -0.3831
N -0.63679 -1.56480 0.84674 0.3829
H -1.06315 -1.41451 -4.69858 0.3466
H 0.00312 -2.63607 -3.95355 0.3145
H 0.33001 -0.89331 -3.74630 0.1724
H -0.84943 -3.44465 -2.04369 0.2930
H -2.90747 -3.52678 -0.61521 0.4209
H -2.88365 -1.77059 -0.69412 0.1988
H -2.07231 -4.56220 1.21978 0.4393
H -0.61207 -4.58492 3.24221 0.4132
H 0.84510 -2.58153 3.67021 0.5175
H 0.75118 -0.69663 2.10318 0.4810
O 1.96613 1.56203 -3.54843 -0.6902
C 1.29800 1.74865 -2.54841 0.4815
O 0.28269 0.99818 -2.24984 -0.5522
C 1.64564 2.92946 -1.66152 -0.0199
C 2.92580 3.43655 -1.79598 -0.6744
C 3.32320 4.58140 -1.11832 -0.6558
C 2.41741 5.27938 -0.32512 -0.5012
C 1.13037 4.80828 -0.19133 -0.7091
C 0.73893 3.60495 -0.81237 1.2063
S -0.80619 3.02737 -0.35628 -0.1698
H 3.60239 2.92100 -2.46268 0.5399
H 4.33813 4.94203 -1.22601 0.3961
H 2.72018 6.17851 0.19438 0.3770
H 0.41803 5.31492 0.44516 0.4409
N -2.61103 0.56943 0.32828 -0.6752
C -3.32720 0.14695 1.14192 0.6708
C -4.19439 -0.46333 2.02556 0.0726
C -4.78979 0.23854 3.10234 -0.0494
N -5.29175 0.81007 3.96873 -0.5677
C -4.48781 -1.82963 1.79766 0.2504
N -4.72431 -2.93936 1.57929 -0.6089
Cl 3.82158 -1.24668 1.39439 -0.1372
C 3.53006 -1.09645 -0.34681 0.7101
Cl 4.04685 -2.57703 -1.15835 -0.1648
Cl 4.45192 0.27610 -0.99347 -0.1486
C 2.01036 -0.81728 -0.57640 -0.2545
O 1.35432 -1.57900 -1.27181 -0.2626
O 1.60882 0.22434 0.02862 -0.7337
F 1.34282 0.95502 3.37023 -0.3745
B 0.56452 1.93697 2.76216 0.1040
F -0.19777 2.63591 3.67447 -0.2933
F 1.32986 2.78028 1.96819 -0.2910
F -0.38460 1.22987 1.86016 -0.1775

---

No. 6
55
Properties=species:S:1:pos:R:3:mulliken_charge:R:1 method="wB97M-V/def2-TZVPD" de_lowest_kj_mol=193.0 spin_multiplicity=2 e_lumo_ev="-2.149 / -2.359" energy_ev=-229880.69769
Mo -0.49436 0.76892 0.08094 -0.2268
Br 2.55094 -1.27845 1.85596 -0.0452
C 2.95093 0.22432 0.77994 -0.1013
C 4.30359 0.49297 0.61621 -0.7160
C 4.68884 1.62115 -0.08566 -0.4476
C 3.70773 2.45106 -0.59923 -0.7894
C 2.38760 2.08663 -0.41439 0.8849
N 1.99346 0.98532 0.25273 0.8020
C 1.29739 2.91661 -1.00849 0.0611
O 1.51590 3.96250 -1.56147 -0.6475
O 0.12572 2.34310 -0.93941 -0.5971
H 5.02702 -0.18104 1.04800 0.4702
H 5.73708 1.84638 -0.22148 0.4396
H 3.91947 3.35946 -1.14232 0.5810
N -1.53018 0.36177 -1.21044 -0.0466
C -2.24681 -0.19047 -2.23300 0.2696
C -2.23039 0.45962 -3.47464 -0.3539
C -2.89258 -0.12138 -4.53931 -0.6299
C -3.55603 -1.33232 -4.37376 -0.4110
C -3.56924 -1.96884 -3.13946 -0.9474
C -2.92157 -1.40453 -2.05720 0.0391
H -1.69829 1.39548 -3.57521 0.5386
H -2.88873 0.36718 -5.50382 0.4016
H -4.06761 -1.78207 -5.21383 0.4092
H -4.09185 -2.90754 -3.01572 0.4297
H -2.92568 -1.88531 -1.08924 0.2564
I -2.78209 -0.40797 1.58468 0.2049
I -5.05165 -2.30244 1.31577 -0.2163
C -0.98778 0.62456 5.45912 -0.8833
N 0.17149 0.98591 4.64593 0.2237
C 1.41418 1.38590 5.29188 -0.9391
C 0.11473 0.85917 3.36349 0.2243
N 0.05208 0.75228 2.21168 -0.0353
H -1.17702 1.42577 6.17279 0.3011
H -0.80177 -0.31017 5.99040 0.3255
H -1.85638 0.51522 4.81400 0.2666
H 1.18787 2.13389 6.05134 0.3294
H 2.07882 1.82713 4.55284 0.3056
H 1.90205 0.52808 5.75783 0.3282
Cl -2.60444 2.90192 3.07178 -0.3271
Ge -1.58022 2.95013 1.13541 1.0922
Cl -2.72665 4.35375 -0.01530 -0.3388
Cl 0.22579 4.07798 1.74020 -0.3655
F 1.07329 -4.69288 -3.87440 -0.3181
C 0.84451 -3.81775 -2.89476 0.6746
C 1.16262 -2.48259 -3.06326 0.0695
F 1.70399 -2.06289 -4.20663 -0.3147
C 0.92632 -1.58150 -2.04066 0.2670
F 1.26919 -0.29615 -2.23224 -0.3424
C 0.35792 -1.96867 -0.82142 -0.0433
O 0.11782 -1.13242 0.17183 0.1864
C 0.06239 -3.33282 -0.67401 -0.0387
F -0.48135 -3.75594 0.46771 -0.3478
C 0.29714 -4.24099 -1.69008 0.3965
F -0.00518 -5.52705 -1.52163 -0.3088